Below is C46H50AsAuN3O2PS4 as an isolated structure, with properties calculated with ωB97M-V/def2-TZVPD.

Each line ends with the Mulliken charge.
Atoms and positions in Å:
Au: 0.3590 -0.8799 -0.4144  0.83
As: 0.1286 -3.7401 -0.2065  1.42
S: 1.2906 2.2677 -0.5636  0.07
S: -2.3492 1.9715 -1.1072  0.20
S: -3.2836 -1.9066 -4.2317  -0.03
S: -4.4355 -2.0794 -0.5144  0.01
P: 0.1092 -0.4437 1.9798  1.18
O: -1.6105 -1.2035 -0.6653  -0.67
O: 4.5004 -0.6680 0.3933  -0.42
N: 2.4095 -0.6736 -0.2951  -0.06
N: 2.0780 4.7728 -0.4619  0.13
N: -0.1943 4.4613 -0.0717  0.30
C: -4.8217 -0.0514 -1.9974  -0.12
C: 2.8491 -0.9827 -2.8270  0.10
C: -0.9032 -1.7395 2.7186  1.11
C: -0.0297 3.4475 3.1165  -0.97
C: -2.2975 2.6382 3.1710  -0.85
C: -0.9061 -2.2539 -3.4166  0.31
C: -2.2303 -2.8231 -5.2192  -0.55
C: 4.0933 -1.0641 2.9531  -0.57
C: -2.6660 -3.5352 3.8958  -0.80
C: 2.7227 -2.4970 -2.6785  -1.17
C: 3.2169 -0.7740 0.7033  0.53
C: 4.6205 -0.5198 -1.0472  -0.50
C: 0.9988 3.9235 -0.3510  -1.02
C: -0.3153 5.7772 0.0718  1.07
C: -0.9955 -2.9341 -4.6685  -1.31
C: -0.4475 -2.6167 3.7081  -0.63
C: -2.2230 -1.8285 2.2638  0.05
C: -1.3811 3.6620 3.3605  -0.60
C: 3.1913 -0.2796 -1.5140  -0.60
C: 1.7607 -4.1383 0.7818  -0.94
C: 2.0020 6.1172 -0.3182  0.62
C: -1.2094 -4.6668 0.8482  -0.99
C: 3.2654 6.8985 -0.4678  -1.48
C: 2.9624 -0.8593 2.1549  -0.31
C: -1.5020 1.1801 -3.3805  -0.34
C: -0.5088 1.1644 2.5192  0.69
C: -1.8681 1.3894 2.7480  -0.43
C: -2.3183 -0.7326 -1.8223  3.66
C: -3.8110 -0.8120 -1.4968  -1.35
C: 1.5996 -0.3662 -3.4532  -1.36
C: -3.1030 -2.7143 2.8654  -0.91
C: -6.1123 -0.4934 -1.5772  -0.99
C: -1.3348 -3.5057 4.2947  -0.91
C: -1.6874 6.2897 0.3642  -1.17
C: 0.7780 6.6513 -0.0437  -1.09
C: -1.9768 0.6950 -2.1951  -0.41
C: 4.0346 -0.9448 4.3276  -0.90
C: 1.7372 -0.5817 2.7782  0.42
C: 1.7058 -0.4187 4.1646  -0.60
C: -6.0530 -1.5778 -0.7670  -0.59
C: -1.4257 2.6017 -3.4021  -1.23
C: 0.2866 -4.9979 -1.6830  -1.26
C: -1.8476 3.1542 -2.2326  -0.59
C: 2.8436 -0.5844 4.9372  -0.75
C: 0.4091 2.2081 2.6836  -0.50
C: -2.0630 -1.6341 -3.0484  -0.61
H: -1.9079 4.2033 -1.9764  0.51
H: 3.6341 -2.9566 -2.2854  0.53
H: 2.7930 -0.4355 6.0085  0.48
H: 1.9023 -2.7419 -2.0060  -0.57
H: -0.1725 -3.4639 -5.1353  0.47
H: -2.3563 6.0225 -0.4563  0.26
H: -3.3600 -4.2082 4.3857  0.42
H: -2.5876 0.5926 2.6269  0.28
H: -6.8693 -2.1123 -0.3016  0.50
H: 1.0122 -4.6722 -2.4245  0.31
H: -1.7201 4.6317 3.7100  0.54
H: 5.2875 0.3110 -1.2480  0.30
H: -1.0923 3.1769 -4.2571  0.45
H: 0.5814 -2.6041 4.0363  0.26
H: -1.7051 7.3677 0.5058  0.43
H: 1.7871 -3.5668 1.7107  0.06
H: -0.6868 -5.1037 -2.1539  0.42
H: -2.2060 -4.3664 0.5285  0.25
H: -0.0008 -2.2048 -2.8341  0.53
H: 3.0686 7.9667 -0.4312  0.39
H: -2.5912 -3.2407 -6.1491  0.48
H: -4.1293 -2.7670 2.5253  0.49
H: 2.5161 -2.9506 -3.6495  0.49
H: 2.6303 -3.8772 0.1780  0.27
H: 1.7957 -5.2030 1.0142  0.58
H: -0.9849 -4.1758 5.0703  0.45
H: 1.4605 2.0428 2.4984  0.51
H: -1.0744 -5.7340 0.6804  0.61
H: -3.3495 2.8050 3.3643  0.49
H: 0.6036 -5.9515 -1.2599  0.54
H: -7.0385 -0.0196 -1.8751  0.46
H: 5.0508 -1.4363 -1.4494  0.35
H: -4.6582 0.7917 -2.6571  0.63
H: -2.0753 5.7934 1.2555  0.15
H: 3.9635 6.6462 0.3343  0.34
H: 3.6956 -0.7777 -3.4899  0.57
H: 1.3748 -0.8289 -4.4159  0.61
H: -1.2210 0.5537 -4.2195  0.66
H: 2.9643 4.3398 -0.6753  0.28
H: 3.0038 0.7861 -1.6483  0.45
H: 0.6863 4.2458 3.2762  0.47
H: 0.7121 -0.5068 -2.8160  -0.09
H: 1.7105 0.7094 -3.5998  0.54
H: 3.7492 6.6624 -1.4185  0.38
H: -2.5446 -1.2134 1.4334  0.03
H: 4.9256 -1.1083 4.9212  0.46
H: 0.7697 -0.1521 4.6392  0.63
H: -1.0859 -4.4352 1.9048  0.15
H: 5.0349 -1.3021 2.4813  0.59
H: 0.6618 7.7191 0.0802  0.45

Calculated values
HOMO-LUMO gap (alpha / beta): 4.9141 / 5.1347 eV
Charge: +2
Largest force on an atom: 0.717 eV Å⁻¹

=====

Below is C46H50AsCl2NO3PSn as an isolated structure in a non-equilibrium geometry, with properties calculated with ωB97M-V/def2-TZVPD.

Each line ends with the Mulliken charge.
Atoms and positions in Å:
Sn: 1.1783 0.8270 -1.1038  1.73
As: -1.3954 3.6268 -1.6471  0.52
Cl: 4.0478 -4.2320 -5.6627  -0.20
Cl: 5.3901 -1.7974 -1.0529  -0.22
P: -0.0788 1.4749 1.7829  1.58
O: 2.9672 -0.2081 -1.5671  -0.44
O: -0.0045 2.8348 -1.1419  -0.48
O: 0.9244 0.6919 -3.1931  -0.53
N: -0.0241 -1.0832 -0.4176  0.61
C: 3.9256 -1.9734 2.3580  -1.53
C: 0.5713 -5.6279 1.5566  -1.81
C: 0.2321 0.2503 3.1026  0.39
C: -3.7156 -1.9228 -0.9573  0.07
C: -1.2198 5.5106 -1.3406  -1.14
C: -2.8188 -1.3658 -3.6973  -1.83
C: 1.8833 -1.6130 0.9358  1.14
C: 0.5435 -1.7346 5.0379  -0.81
C: 2.0773 3.1951 2.4911  -0.20
C: 2.3216 1.9894 0.4696  0.25
C: -1.1104 -2.4694 -2.2355  -0.97
C: -1.6744 -0.0839 -1.8943  -0.52
C: 1.5400 -0.7912 4.8382  -0.50
C: -0.7697 -0.6977 3.3168  -0.23
C: 2.4192 -1.1600 -3.6622  1.10
C: 4.0962 3.3913 1.1813  -0.87
C: 2.2266 -3.7695 1.8937  -0.80
C: 1.3652 -0.2534 -3.9163  -0.09
C: -1.6184 2.5800 3.9156  -0.65
C: 1.5517 2.2786 1.5731  -0.36
C: -2.4389 -2.6632 -2.9793  0.22
C: -1.7507 5.0813 2.7122  -0.72
C: 0.6986 -2.0289 0.2932  0.60
C: -4.1069 -0.6340 -1.6735  -1.31
C: -3.5379 -3.0483 -1.9817  -1.33
C: 1.0525 -4.2207 1.3136  -0.33
C: 3.5824 2.5020 0.2444  -0.73
C: 4.3150 -1.9594 -2.3941  0.68
C: 2.6885 -2.1407 -4.6499  -1.17
C: 1.3888 0.1977 3.8752  -0.61
C: 3.2153 -1.0665 -2.4818  -0.50
C: -1.0575 4.0490 2.1024  -0.04
C: -2.3171 3.6167 4.5272  -0.66
C: -0.9784 2.7883 2.6990  0.22
C: -2.9648 2.9471 -0.7747  -0.62
C: 0.3089 -3.3627 0.5104  -0.72
C: -2.4085 -1.7007 -0.1883  -0.88
C: 2.6558 -2.4582 1.7103  -0.04
C: -2.3870 4.8649 3.9289  -0.74
C: -2.9946 -0.2591 -2.6537  0.78
C: -1.6536 3.3496 -3.5249  -0.83
C: -1.2554 -1.3680 -1.1663  1.71
C: 3.7150 -3.0112 -4.4817  0.05
C: -0.6193 -1.6824 4.2800  -0.74
C: 3.3378 3.7432 2.2936  -0.91
C: 4.5480 -2.9128 -3.3456  -0.51
H: 4.1564 2.2344 -0.6329  0.52
H: -0.7977 -3.4166 -1.8037  0.89
H: 2.1737 0.9287 3.7323  0.39
H: -2.8041 3.4454 5.4786  0.44
H: -4.4794 -3.2167 -2.5120  0.56
H: -1.6749 -0.6615 2.7183  0.27
H: 2.0713 -2.1856 -5.5395  0.47
H: -3.2709 -3.9801 -1.4752  0.56
H: -0.8272 5.9692 -2.2463  0.44
H: -2.1661 -2.5794 0.4047  0.91
H: -0.5206 5.6750 -0.5247  0.34
H: 2.8156 -4.4421 2.5079  0.33
H: -3.6900 3.7476 -0.6365  0.60
H: 4.3347 -2.7313 3.0248  0.42
H: -1.7530 0.7179 -1.1521  -0.90
H: -1.6379 2.2767 -3.7114  0.01
H: 0.3888 -6.1495 0.6155  0.33
H: 2.4395 -0.8203 5.4408  0.43
H: 1.4923 3.4772 3.3576  0.58
H: 0.8838 -0.3777 -4.8917  0.41
H: 1.3022 -6.1984 2.1271  0.42
H: -1.5711 1.6118 4.3966  0.36
H: 3.7320 4.4498 3.0129  0.44
H: 5.0798 3.8174 1.0315  0.43
H: 4.6749 -1.7421 1.6006  0.10
H: -2.3177 -3.4649 -3.7118  0.31
H: -1.4043 -2.4102 4.4384  0.49
H: -2.6892 2.5300 0.1931  0.04
H: -3.7428 -1.4978 -4.2665  0.58
H: 0.6678 -2.5041 5.7886  0.40
H: -3.3964 2.1742 -1.4052  0.10
H: -1.7939 6.0585 2.2461  0.45
H: 5.3841 -3.5896 -3.2335  0.48
H: -2.1852 5.9520 -1.1022  0.42
H: 3.7462 -1.0640 2.9348  0.17
H: -0.8296 3.8172 -4.0612  0.42
H: -0.3662 -5.6215 2.1170  0.32
H: -0.3252 -2.1606 -2.9374  -0.17
H: -4.2507 0.1680 -0.9415  0.37
H: -2.5197 -0.8536 0.4967  -0.09
H: -5.0500 -0.7695 -2.2105  0.58
H: -0.5536 4.2156 1.1567  0.27
H: -0.6071 -3.7475 0.0921  0.80
H: -2.5989 3.7742 -3.8601  0.43
H: -0.9008 0.1787 -2.6144  -0.72
H: -2.9254 5.6689 4.4131  0.39
H: -2.0280 -1.0910 -4.4046  0.41
H: 2.2181 -0.5893 0.7924  -0.37
H: -3.2521 0.6808 -3.1570  0.70
H: -4.4986 -2.1951 -0.2452  0.35

Calculated values
HOMO-LUMO gap: 5.6202 eV
Charge: +1
Largest force on an atom: 2.657 eV Å⁻¹

=====

Below is C46H50BrIrN8O5S as an isolated structure in a non-equilibrium geometry, with properties calculated with ωB97M-V/def2-TZVPD.

Each line ends with the Mulliken charge.
Atoms and positions in Å:
Ir: 0.0243 -0.0540 0.0521  2.27
Br: -3.3976 -1.5079 0.8255  0.00
S: 3.3652 -2.9500 4.6611  1.27
O: 3.6774 -2.4529 5.9684  -0.73
O: -1.7209 0.3102 -1.1017  0.62
O: 2.3273 -1.7682 0.9577  -0.60
O: 1.9212 0.4453 0.9240  -0.77
O: 2.4385 -4.0263 4.4672  -0.73
N: -0.0010 -0.4770 4.2910  0.43
N: -0.3963 1.8863 0.7311  0.90
N: 1.4130 2.9653 -0.3977  -0.53
N: -0.3545 -0.6861 2.1286  0.46
N: 1.1989 -0.9755 -2.9737  -0.59
N: 0.1651 -1.8650 -0.9738  0.65
N: 0.8840 0.8719 -1.4907  0.93
N: 2.7327 -1.7079 3.7950  0.43
C: 3.9987 3.2028 -3.9763  -0.67
C: 6.0830 -2.8645 4.3605  -0.39
C: -0.6567 -1.6645 4.1176  -1.17
C: 6.0121 -4.1948 1.9249  -0.75
C: -0.8686 -1.7887 2.7837  -1.11
C: -7.6288 0.5622 -3.1915  -1.54
C: 2.6363 -0.6113 1.2026  -0.16
C: -1.4076 2.0159 1.6143  -0.27
C: 0.1616 0.0770 3.0846  -1.18
C: -0.3015 -2.9770 -0.3753  -0.44
C: -4.8308 1.4703 -2.4038  -0.47
C: -5.7727 0.8242 -1.5731  -0.48
C: -0.5666 -4.1479 -1.0322  -1.04
C: 2.3705 1.1254 -3.2409  0.21
C: -5.2960 -0.0562 -0.5961  0.26
C: 3.2294 3.3445 -2.8260  -0.44
C: 0.5031 -1.9375 -2.2808  0.27
C: 0.5299 2.8656 0.6483  0.30
C: -0.3355 -4.1974 -2.4055  -0.54
C: 2.4199 2.2819 -2.4810  0.08
C: -1.6698 1.0167 -3.9998  -1.55
C: 1.4286 0.2127 -2.5621  -0.37
C: -3.4771 1.3188 -2.2946  -1.02
C: 1.5144 2.0863 -1.3303  0.12
C: -7.5291 2.5844 -1.7028  -1.55
C: 0.5218 3.9199 1.5723  -0.87
C: -2.5280 2.0433 -3.2413  2.38
C: 4.8840 -3.3458 3.8566  0.18
C: 3.8857 -0.3543 2.0225  -0.33
C: -3.2855 2.8665 -4.2874  -2.45
C: -1.5057 3.0592 2.4981  -0.83
C: -1.6405 3.0150 -2.4457  -2.06
C: 0.4424 0.0856 5.5591  -0.74
C: 3.5367 -0.5200 3.5096  -1.19
C: -7.2533 1.0742 -1.7895  1.75
C: 4.8404 -4.0091 2.6355  -0.49
C: 7.2492 -3.0551 3.6332  -0.74
C: -0.4839 4.0112 2.5047  -0.60
C: -2.9672 0.4364 -1.2350  0.42
C: -3.9529 -0.2498 -0.4341  -0.61
C: 3.1378 0.9686 -4.3758  -0.43
C: 8.4877 -3.8692 1.5963  -1.47
C: 0.2161 -3.1005 -3.0146  -0.60
C: 3.9547 2.0359 -4.7366  -0.71
C: -8.1229 0.3594 -0.7553  -2.16
C: 7.2300 -3.7109 2.4055  0.88
H: -7.8772 0.6647 0.2640  0.44
H: -0.0698 1.0253 5.7565  0.31
H: -1.0148 2.4863 -1.7331  0.74
H: 3.1036 0.0530 -4.9509  0.56
H: -5.2161 2.1219 -3.1720  0.53
H: -7.0850 1.0891 -3.9765  0.33
H: -1.0412 0.4368 -3.3344  0.28
H: -0.4257 -2.8982 0.6864  0.51
H: -0.5512 -5.0922 -2.9743  0.45
H: -1.3071 -2.6290 2.2819  0.80
H: -8.6954 0.7188 -3.3602  0.46
H: -9.1683 0.6128 -0.9313  0.43
H: -1.0228 1.5422 -4.7057  0.49
H: 3.8963 -4.3781 2.2555  0.39
H: -8.0345 -0.7264 -0.8269  0.40
H: 0.7038 0.9943 2.9270  0.69
H: 4.4518 -0.5510 4.1011  0.62
H: 8.4861 -4.8078 1.0426  0.38
H: 3.2604 4.2409 -2.2210  0.54
H: 0.4792 -3.0919 -4.0619  0.57
H: -3.9363 2.2476 -4.9089  0.45
H: 5.9845 -4.7220 0.9785  0.38
H: 8.5779 -3.0588 0.8697  0.28
H: -8.5952 2.7638 -1.8479  0.47
H: -7.2487 2.9798 -0.7247  0.36
H: -2.1537 1.2315 1.5893  0.01
H: 4.6506 4.0090 -4.2860  0.46
H: -3.8810 3.6621 -3.8343  0.44
H: 4.6576 -1.0584 1.7159  0.22
H: -0.4997 4.8301 3.2123  0.46
H: 2.2621 -2.0868 2.9740  -0.07
H: 1.3021 4.6611 1.4816  0.59
H: -2.5575 3.3390 -4.9471  0.45
H: -2.3441 3.1149 3.1774  0.55
H: -6.9926 3.1479 -2.4663  0.33
H: -5.9805 -0.6078 0.0309  0.61
H: -0.9913 3.5586 -3.1356  0.53
H: 6.0975 -2.3661 5.3209  0.54
H: -0.9356 -5.0000 -0.4806  0.50
H: -2.2481 3.7471 -1.9082  0.33
H: -2.3005 0.3311 -4.5704  0.38
H: -7.4217 -0.5050 -3.2885  0.36
H: 1.5180 0.2453 5.5397  0.28
H: 8.1892 -2.6891 4.0283  0.39
H: 4.2375 0.6668 1.8752  0.43
H: -0.8703 -2.3279 4.9373  0.45
H: 2.9798 0.3638 3.8366  0.31
H: 9.3731 -3.8449 2.2302  0.39
H: 4.5727 1.9603 -5.6216  0.45
H: 0.2113 -0.6222 6.3491  0.33

Calculated values
HOMO-LUMO gap (alpha / beta): 7.3791 / 5.4338 eV
Spin multiplicity: 2
Charge: +1
Largest force on an atom: 2.910 eV Å⁻¹
<S²>: 0.78

=====

Below is C46H50CdN2O2P2S3 as an isolated structure in a non-equilibrium geometry, with properties calculated with ωB97M-V/def2-TZVPD.

Each line ends with the Mulliken charge.
Atoms and positions in Å:
Cd: 0.0256 0.7698 -0.4086  2.72
S: 0.2662 -1.9046 -3.3417  0.00
S: 1.7167 1.3007 1.4860  -0.38
S: 1.8763 2.6580 -2.7332  0.06
P: -1.5053 -1.0336 0.5760  0.60
P: -3.5712 1.5694 1.4646  0.35
O: 0.0991 -0.9903 -2.1718  0.40
O: 1.1984 1.4618 -2.0979  -1.14
N: 2.0068 -1.3081 2.0565  0.26
N: 1.4595 -0.0713 3.8059  0.09
C: -3.9294 -0.7673 -2.6326  -1.10
C: -2.4169 2.3827 0.2881  1.41
C: 1.4866 -4.4327 -3.1142  -0.96
C: -3.8713 4.2599 2.2293  -0.30
C: 1.4357 -3.1207 -2.6143  0.84
C: -4.9123 4.9550 4.2740  -0.53
C: -2.7907 2.6066 -1.0512  -0.90
C: 2.9908 -3.6570 -0.9307  -0.58
C: -2.9367 -1.0691 -0.4256  1.06
C: -2.8313 -0.6811 -1.7663  0.10
C: -0.5306 -4.9012 -0.3207  -0.94
C: -5.1382 -1.1800 -2.0922  -0.57
C: 2.6354 -0.5808 -3.8695  0.98
C: 1.2985 -1.0548 -4.5215  -0.67
C: -0.9336 -3.5939 -0.3261  -0.45
C: -0.8870 3.9700 -1.4285  -0.81
C: 5.6326 3.6228 -1.4917  -0.52
C: -2.0165 -0.6358 2.2980  -0.36
C: 2.1680 -2.7317 -1.5061  0.37
C: 1.6895 -0.0889 2.5063  -0.10
C: 1.4848 -1.4355 4.3492  -0.62
C: 5.8949 2.5505 -0.6727  -0.84
C: -5.3007 -1.6327 -0.7845  -0.84
C: -0.5320 -3.4286 2.0002  -0.68
C: -0.4287 3.6881 -0.1513  -0.47
C: -0.9791 -2.8269 0.8232  0.44
C: 2.3585 -5.3119 -2.5265  -0.63
C: -0.2357 -5.5087 0.9021  -0.53
C: -4.4776 2.6222 3.8637  -0.54
C: 2.2859 2.0068 -4.3920  -0.85
C: 0.9945 1.1029 4.5587  -0.84
C: -4.8960 3.6404 4.7079  -0.77
C: -1.1958 2.9291 0.7128  -1.52
C: -4.3166 5.2998 3.0508  -0.77
C: 4.3834 3.6821 -2.1228  -0.57
C: 3.1720 0.7682 -4.4700  -1.35
C: 3.0722 -4.9656 -1.3972  -0.77
C: 4.8906 1.6514 -0.3274  -1.02
C: -4.1583 -1.6033 0.0528  -0.66
C: -2.0756 3.4271 -1.8948  -0.77
C: -2.4295 0.7714 2.6494  -0.94
C: -0.2502 -4.8259 2.0792  -1.08
C: 3.5097 2.6416 -1.9750  0.50
C: 3.7303 1.5993 -1.0368  0.18
C: 2.2362 -2.1984 3.1995  -0.62
C: -3.9898 2.9335 2.6001  0.84
H: 0.9306 -4.7139 -3.9902  0.51
H: -1.5675 1.3897 2.8174  -0.19
H: 2.7839 2.8667 -4.8844  0.58
H: 2.9994 0.8265 -0.9083  0.46
H: -0.2671 4.4745 -2.1327  0.65
H: -1.1919 -0.9246 2.9975  -0.60
H: 1.7574 -3.1700 3.0637  0.21
H: -1.2595 -3.2632 -1.2932  0.48
H: -0.8866 2.8545 1.7307  0.62
H: -0.4408 -5.5101 -1.2227  0.56
H: -0.4978 -2.8974 2.9277  0.89
H: -3.6960 2.0896 -1.3185  0.56
H: -0.1041 1.1318 4.6429  0.25
H: -0.0128 -5.3531 3.0353  0.43
H: 2.4878 -0.4302 -2.8061  -1.01
H: 1.3532 0.9842 5.5418  0.37
H: 0.4397 -1.6412 4.6018  0.27
H: 1.4650 -1.8465 -5.2980  0.50
H: -3.0153 0.7849 3.5975  0.51
H: 1.3964 2.0486 4.1773  0.34
H: -5.3933 5.7088 4.8520  0.44
H: -3.6112 4.4952 1.2169  0.37
H: 3.3117 -2.2294 3.4330  0.49
H: 2.4086 -1.4086 1.1723  -0.14
H: 3.3611 -1.3455 -3.9603  0.79
H: 6.4140 4.3455 -1.7438  0.41
H: -4.2869 -1.9523 1.0663  0.36
H: 3.5607 -3.3439 -0.0529  0.45
H: -3.9029 -0.6157 -3.7080  0.49
H: 2.0216 -1.5289 5.3069  0.50
H: -5.2310 3.3570 5.6768  0.41
H: 0.0445 -6.5711 0.8741  0.39
H: -4.2729 6.3578 2.7858  0.39
H: 5.1462 0.8573 0.3659  0.43
H: 3.6850 -5.6870 -0.9218  0.51
H: -1.8839 -0.3499 -2.1481  0.12
H: -4.6572 1.6137 4.2660  0.44
H: -2.4272 3.6633 -2.9470  0.38
H: 1.3356 1.8482 -4.9009  0.53
H: -6.2434 -2.0427 -0.4147  0.47
H: 3.3270 0.6601 -5.5702  0.43
H: -2.8313 -1.3049 2.5918  0.88
H: 4.1361 0.9774 -4.0362  0.49
H: 2.1490 -1.7189 -1.1404  -0.31
H: 0.7277 -0.2197 -4.9528  0.46
H: -5.9948 -1.2619 -2.7555  0.41
H: 2.4637 -6.3518 -2.8717  0.38
H: 6.8603 2.4741 -0.2225  0.43
H: 4.1237 4.5590 -2.7431  0.43
H: 0.5235 3.9836 0.2639  0.53

Calculated values
HOMO-LUMO gap: 7.8638 eV
Charge: +2
Largest force on an atom: 2.294 eV Å⁻¹